No. 1
51
Properties=species:S:1:pos:R:3 method="wB97M-V/def2-TZVPD" multiplicity=2 orbital_gap_ev="5.901 / 5.929" homo_energy_ev="-3.838 / -3.789" e_tot_ha=-6431.458443 charge=-1 relative_energy_ev=0.000 lumo_ev="2.06 / 2.14"
Re -0.121 -1.481 -0.909
N -0.259 -3.787 -1.491
C -1.631 -4.135 -1.055
C -1.777 -3.678 0.409
O -2.285 -4.421 1.241
N -1.115 -2.525 0.643
C -0.344 -2.480 1.871
C 1.132 -2.607 1.492
O 2.000 -2.920 2.280
O 1.372 -2.350 0.222
H -0.111 -3.996 -2.471
H 0.438 -4.277 -0.937
H -1.841 -5.205 -1.102
H -2.328 -3.605 -1.706
H -0.612 -3.292 2.547
H -0.473 -1.539 2.411
Se -1.478 -1.559 -2.969
Te -1.150 0.575 -4.291
Te 1.574 0.748 -4.191
Se 1.909 -0.841 -2.240
C 2.227 4.168 -1.587
C 1.936 3.022 -0.659
C 2.777 2.744 0.415
C 2.531 1.670 1.261
C 3.481 1.320 2.371
C 1.411 0.884 1.032
C 0.559 1.145 -0.030
C 0.829 2.218 -0.873
N -0.556 0.258 -0.296
C -1.877 0.785 0.236
C -2.089 2.241 -0.204
C -1.903 0.732 1.761
C -3.054 -0.015 -0.319
H 3.302 4.326 -1.690
H 1.789 5.100 -1.221
H 1.819 3.974 -2.580
H 3.653 3.362 0.580
H 3.990 2.206 2.752
H 4.242 0.622 2.016
H 2.964 0.834 3.198
H 1.217 0.042 1.684
H 0.213 2.372 -1.748
H -1.426 2.937 0.306
H -3.117 2.514 0.041
H -1.959 2.346 -1.281
H -1.022 1.207 2.195
H -1.976 -0.295 2.110
H -2.787 1.267 2.114
H -3.166 0.145 -1.390
H -3.960 0.331 0.185
H -2.946 -1.082 -0.133

---

No. 2
53
Properties=species:S:1:pos:R:3 method="wB97M-V/def2-TZVPD" orbital_gap_ev=9.541 homo_energy_ev=-9.368 e_tot_ha=-1287.662835 relative_energy_ev=0.000 smiles="NC(N)=O.NC(N)=O.NC(N)=O.NC(N)=O.CCO.CO.CO" lumo_ev=0.17
N -1.489 3.108 1.320
C -2.234 2.249 2.066
N -3.522 2.053 1.673
O -1.731 1.613 2.998
H -1.859 3.536 0.491
H -0.496 3.104 1.470
H -4.140 1.605 2.324
H -3.885 2.544 0.877
N -1.734 1.167 5.917
C -1.998 2.354 6.530
N -1.945 3.440 5.683
O -2.279 2.462 7.712
H -1.698 0.334 6.474
H -1.481 1.091 4.946
H -1.553 3.334 4.765
H -2.010 4.340 6.120
N 3.110 -0.643 2.222
C 4.130 -0.552 1.320
N 3.728 -0.600 0.007
O 5.298 -0.404 1.648
H 3.339 -0.541 3.192
H 2.144 -0.659 1.939
H 2.820 -0.935 -0.255
H 4.449 -0.509 -0.682
N -1.088 1.576 -4.862
C -1.154 0.625 -3.877
N -1.118 -0.683 -4.276
O -1.210 0.914 -2.690
H -1.037 1.286 -5.820
H -0.870 2.506 -4.564
H -1.082 -1.338 -3.511
H -1.073 -1.065 -5.202
C 2.292 -1.148 -3.492
C 3.040 -2.468 -3.611
O 3.512 -2.896 -2.327
H 1.667 -1.087 -2.598
H 1.702 -0.849 -4.361
H 3.003 -0.320 -3.361
H 3.910 -2.257 -4.238
H 2.435 -3.282 -3.993
H 4.247 -2.333 -2.070
C -0.124 -0.589 0.555
O 0.154 -0.132 1.863
H -0.528 0.182 -0.106
H 0.785 -1.046 0.157
H -0.820 -1.441 0.496
H -0.624 0.346 2.184
C -2.172 -2.865 -1.708
O -0.765 -2.807 -2.020
H -2.327 -3.473 -0.817
H -2.547 -1.854 -1.580
H -2.665 -3.330 -2.567
H -0.506 -3.666 -2.363

---

No. 3
10
Properties=species:S:1:pos:R:3 method="wB97M-V/def2-TZVPD" orbital_gap_ev=10.606 homo_energy_ev=-10.205 e_tot_ha=-342.398550 relative_energy_ev=1.562 smiles="O=CC(O)C=O" lumo_ev=0.40
O 1.318 0.474 1.683
C 1.110 -0.311 0.791
C 0.231 0.005 -0.416
O -0.114 -1.157 -1.105
C -0.981 0.818 0.009
O -2.086 0.546 -0.396
H 1.553 -1.326 0.764
H 0.830 0.658 -1.074
H -1.055 -1.319 -0.935
H -0.789 1.640 0.720